Entry from the OMol25 dataset: a 2-piece molecular cluster, C4H12N2 overall at a distorted geometry (the ωB97M-V functional and the def2-TZVPD basis).

**Energy above the lowest of the compared OMol25 structures with the same formula, charge and spin**: 45.1 kcal/mol
**HOMO**: -7.6294 eV
**Multiplicity**: 1
**Energy**: -7321.0711 eV
**Gap between HOMO and LUMO**: 8.545 eV
**Strongest force on any atom**: 2.38 eV/Å
**LUMO level**: 0.0336 Ha

Atoms and positions in Å:
C  -2.86727  0.79619  -0.69066
C  -1.71319  0.52589  -0.03568
N  -1.28798  -0.71116  0.39957
H  -3.40241  -0.02865  -1.14698
H  -3.01011  1.85088  -0.95546
H  -1.08954  1.29901  0.43264
H  -1.43379  -1.48240  -0.22710
H  -0.30930  -0.65615  0.83555
C  1.51892  -0.36278  -1.09860
N  1.54845  -0.65877  0.36362
C  2.11848  0.51393  1.12842
H  0.90109  -1.09379  -1.61650
H  1.12402  0.65158  -1.24084
H  2.52346  -0.51140  -1.54121
H  2.20125  -1.41538  0.53792
H  2.99549  0.77543  0.51662
H  2.17310  0.03827  2.14128
H  1.43029  1.38673  1.12491

Atomic forces in eV per Å
C 1.86 0.57 -0.15
C -1.05 0.05 0.79
N 1.69 0.45 0.97
H -0.35 0.29 0.05
H -0.43 -0.67 -0.02
H -0.47 0.17 -0.48
H 0.01 -0.20 0.04
H -1.81 -0.77 -1.34
C 0.52 -0.73 0.70
N 0.06 1.12 -0.35
C -1.01 -1.63 -0.83
H -0.36 0.14 0.07
H 0.19 -0.37 -0.16
H -0.25 0.64 0.10
H -0.18 -0.07 -0.14
H 0.47 0.38 1.29
H 0.85 1.31 -0.62
H 0.25 -0.70 0.08